The following is a DFT calculation (ωB97M-V with the def2-TZVPD basis set) of 3 unconnected molecules or ions with the total composition C21H41ClNO10P3.

Last columns: bonded neighbours and bond lengths (Å).
CARTESIAN COORDINATES (ANGSTROEM)
1 N -1.06692 4.94090 6.38798  P2 1.625, H15 1.054
2 P -1.79633 4.88366 4.93687  N1 1.625, C3 1.910, H16 1.462, H17 1.441
3 C -2.55593 3.18160 4.52096  P2 1.910, C4 1.489, C13 1.672
4 C -1.89818 2.18086 3.63595  C3 1.489, C5 1.642, C9 1.671
5 C -0.43390 2.40868 2.92836  C4 1.642, C6 1.659, H18 1.171, H19 1.194
6 C 0.61969 1.16869 3.25055  C5 1.659, C7 1.639, H20 1.194, H21 1.187
7 C 1.20917 1.17153 4.78026  C6 1.639, Cl8 1.853, H22 1.193, H23 1.190
8 Cl 1.37592 2.84594 5.55707  C7 1.853
9 C -2.74748 0.76934 3.35336  C4 1.671, O10 1.361, C11 1.656
10 O -2.51259 0.16837 2.15526  C9 1.361
11 C -3.81882 0.19114 4.47525  C9 1.656, C12 1.514, H24 1.182
12 C -4.46082 1.22246 5.37846  C11 1.514, C13 1.641, H25 1.192
13 C -4.04736 2.79682 5.17244  C3 1.672, C12 1.641, O14 1.350
14 O -4.93437 3.75614 5.51235  C13 1.350
15 H -0.06108 5.22177 6.24480  N1 1.054
16 H -2.89280 5.84944 4.97662  P2 1.462
17 H -0.92980 5.26321 3.84938  P2 1.441
18 H 0.05078 3.45774 3.12002  C5 1.171
19 H -0.62508 2.35177 1.75142  C5 1.194
20 H 0.04716 0.13745 3.06641  C6 1.194
21 H 1.47015 1.23746 2.42585  C6 1.187
22 H 2.31080 0.71571 4.72491  C7 1.193
23 H 0.60451 0.41717 5.47422  C7 1.190
24 H -4.02419 -0.97021 4.55940  C11 1.182
25 H -5.21389 0.86022 6.22806  C12 1.192
26 C -5.00712 1.36691 -4.11449  C27 1.516, H37 1.094, H38 1.093, H39 1.095
27 C -3.77643 0.65683 -4.64319  C26 1.516, O28 1.417, H40 1.094, H41 1.095
28 O -3.44219 -0.45815 -3.83568  C27 1.417, P29 1.654
29 P -4.39546 -1.80538 -3.94495  O28 1.654, O30 1.548, O31 1.666, O34 1.730
30 O -3.77982 -2.25299 -5.29335  P29 1.548
31 O -3.45138 -2.86066 -3.06795  P29 1.666, C32 1.423
32 C -3.19576 -4.16273 -3.58075  O31 1.423, C33 1.520, H42 1.096, H43 1.094
33 C -1.78709 -4.21922 -4.14961  C32 1.520, H44 1.091, H45 1.094, H46 1.094
34 O -5.08331 -1.30528 -2.43841  P29 1.730, C35 1.424
35 C -4.42624 -1.37253 -1.17733  O34 1.424, C36 1.518, H47 1.094, H48 1.096
36 C -3.22481 -0.45668 -1.03042  C35 1.518, H49 1.094, H50 1.094, H51 1.094
37 H -5.88875 0.72272 -4.18857  C26 1.094
38 H -5.19944 2.28206 -4.68098  C26 1.093
39 H -4.88582 1.62523 -3.05773  C26 1.095
40 H -3.92171 0.34324 -5.68129  C27 1.094
41 H -2.92245 1.34131 -4.61980  C27 1.095
42 H -3.94664 -4.44891 -4.32535  C32 1.096
43 H -3.28321 -4.87144 -2.75131  C32 1.094
44 H -1.59481 -3.40135 -4.84582  C33 1.091
45 H -1.61326 -5.16714 -4.66689  C33 1.094
46 H -1.05033 -4.12069 -3.34630  C33 1.094
47 H -4.17640 -2.40716 -0.92260  C35 1.094
48 H -5.17293 -1.05983 -0.43882  C35 1.096
49 H -2.37924 -0.80806 -1.62953  C36 1.094
50 H -2.89455 -0.42152 0.01208  C36 1.094
51 H -3.46206 0.56179 -1.35270  C36 1.094
52 C 7.80702 0.44039 0.15537  C53 1.516, H63 1.094, H64 1.093, H65 1.095
53 C 6.64375 1.11784 -0.54190  C52 1.516, O54 1.417, H66 1.094, H67 1.095
54 O 5.69524 0.16821 -0.99523  C53 1.417, P55 1.654
55 P 4.73069 -0.56060 0.13356  O54 1.654, O56 1.548, O57 1.666, O60 1.730
56 O 3.81668 0.67848 0.29741  P55 1.548
57 O 3.66033 -1.31848 -0.89308  P55 1.666, C58 1.423
58 C 2.26351 -1.22693 -0.63974  O57 1.423, C59 1.520, H68 1.096, H69 1.094
59 C 1.63681 -0.22358 -1.59458  C58 1.520, H70 1.091, H71 1.094, H72 1.094
60 O 5.75188 -1.94499 -0.04950  P55 1.730, C61 1.424
61 C 5.76970 -2.80326 -1.18513  O60 1.424, C62 1.518, H73 1.094, H74 1.096
62 C 6.26713 -2.16060 -2.46706  C61 1.518, H75 1.094, H76 1.094, H77 1.094
63 H 7.47536 -0.05064 1.07549  C52 1.094
64 H 8.58157 1.16811 0.41208  C52 1.093
65 H 8.24741 -0.33363 -0.48112  C52 1.095
66 H 6.16429 1.84781 0.11716  C53 1.094
67 H 7.00970 1.65578 -1.42227  C53 1.095
68 H 2.06749 -0.96932 0.40684  C58 1.096
69 H 1.82740 -2.21596 -0.81156  C58 1.094
70 H 2.17070 0.72803 -1.59509  C59 1.091
71 H 0.59098 -0.03782 -1.33367  C59 1.094
72 H 1.67784 -0.60131 -2.62097  C59 1.094
73 H 4.79591 -3.28210 -1.32721  C61 1.094
74 H 6.46189 -3.61389 -0.93116  C61 1.096
75 H 5.53985 -1.44561 -2.86360  C62 1.094
76 H 6.43272 -2.91968 -3.23746  C62 1.094
77 H 7.20668 -1.62445 -2.30205  C62 1.094

Properties
HOMO = -8.4856 eV
SMILES = N=[PH2]C1=C(CCCCl)C(=O)C=CC1=O.CCOP(=O)(OCC)OCC.CCOP(=O)(OCC)OCC
total energy = -3115.7280 hartree
multiplicity = 1
total charge = 0